# 1
{"formula": "C2H4NPS", "method": "the ωB97M-V functional and the def2-TZVPD basis", "elements": ["C", "C", "N", "P", "S", "H", "H", "H", "H"], "positions_angstrom": [[-0.27338, 0.52763, 0.08074], [0.84068, -0.55528, -0.00192], [-1.61340, 0.16207, -0.01256], [-3.08055, -0.15751, 0.01657], [2.72076, 0.04431, -0.01189], [-0.29939, 1.35788, 0.84295], [0.02676, 1.11707, -0.79153], [0.83112, -1.38895, 0.78294], [0.84740, -1.10722, -0.90531]], "forces_ev_per_a": [[1.0, 1.8, -0.6], [1.8, -0.6, 2.9], [0.5, -0.8, -0.1], [-0.7, -0.2, -0.1], [-2.5, -0.4, 0.2], [1.1, -1.3, 0.1], [-0.5, 0.3, -0.3], [-0.1, 1.4, -0.7], [-0.5, -0.3, -1.2]], "nbo_charge": [-0.28, -0.51, -0.90, 0.72, 0.06, 0.23, 0.21, 0.23, 0.23], "de_lowest_kj_mol": 349.1, "orbital_gap_ev": [9.781, 4.370], "homo_ev": [-9.70, -6.48], "multiplicity": 1, "energy_ha": -872.7604}


# 2
{"formula": "C2H4NaO2Tl", "method": "the ωB97M-V functional and the def2-TZVPD basis", "elements": ["H", "O", "C", "C", "O", "Tl", "Na", "H", "H", "H"], "positions_angstrom": [[0.91766, -0.72219, 1.35827], [-1.02870, 0.40887, -0.19196], [-0.13768, -0.60186, -0.53435], [1.17747, -0.54373, 0.28030], [1.87102, 0.63982, 0.08823], [-3.68656, 1.57792, 0.83079], [-0.40617, 2.77018, 0.14286], [0.13985, -0.49983, -1.61263], [-0.62317, -1.58808, -0.35930], [1.77626, -1.44111, -0.00222]], "forces_ev_per_a": [[-0.2, 0.6, -0.7], [0.5, 0.3, 0.1], [-2.2, 1.6, -0.6], [1.8, -0.2, 1.0], [-1.2, -1.1, 0.2], [0.7, -0.2, -0.2], [-0.1, -1.2, -0.1], [0.1, -0.4, 0.5], [0.7, 0.1, -0.1], [-0.1, 0.5, -0.2]], "nbo_charge": [0.18, -1.00, -0.04, -0.14, -0.40, 0.12, 0.83, 0.14, 0.15, 0.15], "de_lowest_kj_mol": 0.0, "orbital_gap_ev": [7.343, 4.142], "homo_ev": [-7.94, -5.28], "multiplicity": 1, "energy_ha": -563.7283}


# 3
{"formula": "C2H4O2", "method": "the ωB97M-V functional and the def2-TZVPD basis", "elements": ["O", "C", "C", "O", "H", "H", "H", "H"], "positions_angstrom": [[1.02248, 1.51828, -0.10652], [0.94802, 0.31333, -0.10249], [-0.34794, -0.47460, -0.10010], [-1.48251, 0.32423, -0.22429], [1.84715, -0.32861, -0.01782], [-0.35090, -0.99330, 0.88703], [-0.34794, -1.23676, -0.88087], [-1.28836, 0.87742, 0.54506]], "forces_ev_per_a": [[-0.2, -0.7, 0.0], [0.0, 0.2, 0.0], [0.3, -0.6, 0.1], [0.5, 0.2, 0.8], [0.1, 0.1, -0.1], [0.1, -0.1, -0.4], [0.2, 0.0, 0.0], [-1.1, 0.9, -0.3]], "nbo_charge": [-0.51, 0.41, -0.18, -0.67, 0.10, 0.18, 0.21, 0.47], "de_lowest_kj_mol": 145.0, "orbital_gap_ev": 10.964, "homo_ev": -10.14, "multiplicity": 1, "energy_ha": -229.0514}


# 4
{"formula": "C2H4O2", "method": "the ωB97M-V functional and the def2-TZVPD basis", "elements": ["O", "C", "O", "C", "H", "H", "H", "H"], "positions_angstrom": [[0.70440, 0.99769, 1.38802], [0.28069, 1.29634, 0.28393], [0.18476, 2.02594, -0.61610], [-0.26324, -0.79729, -0.29168], [0.19410, -0.31358, 0.79309], [0.18827, -0.67656, -1.27080], [-1.34381, -0.75655, -0.37594], [0.05483, -1.77598, 0.08948]], "forces_ev_per_a": [[-0.9, 1.7, -1.3], [2.9, 2.3, 2.9], [-1.0, -1.3, -0.1], [0.6, -0.9, 2.3], [-1.6, -1.7, -3.6], [0.4, 0.4, 0.2], [-0.1, 0.0, 0.2], [-0.4, -0.5, -0.5]], "nbo_charge": [-0.60, 1.04, -0.47, -1.02, 0.34, 0.24, 0.23, 0.25], "de_lowest_kj_mol": 232.3, "orbital_gap_ev": 11.339, "homo_ev": -10.76, "multiplicity": 1, "energy_ha": -229.0181}


# 5
{"formula": "C2H4O2", "method": "the ωB97M-V functional and the def2-TZVPD basis", "elements": ["C", "C", "O", "O", "H", "H", "H", "H"], "positions_angstrom": [[-1.05082, 0.89620, 0.22450], [0.09465, -0.02254, 0.00740], [1.03819, 0.06013, 0.78441], [0.07132, -0.97645, -0.95146], [-1.05541, 1.31600, 1.19850], [-2.02914, 0.48291, -0.00005], [-0.91376, 1.88213, -0.43074], [0.85921, -1.59238, -0.82272]], "forces_ev_per_a": [[-0.6, 2.3, -2.9], [2.1, -0.4, 2.1], [-0.6, -0.3, -1.1], [0.3, -0.4, 0.2], [0.3, -0.2, 1.0], [0.0, -0.1, -0.2], [-0.3, -2.2, 0.9], [-1.2, 1.4, 0.0]], "nbo_charge": [-0.72, 0.78, -0.60, -0.68, 0.25, 0.23, 0.24, 0.51], "de_lowest_kj_mol": 41.0, "orbital_gap_ev": 11.148, "homo_ev": -10.41, "multiplicity": 1, "energy_ha": -229.0910}


# 6
{"formula": "C2H4O2PS", "method": "the ωB97M-V functional and the def2-TZVPD basis", "elements": ["C", "C", "O", "O", "P", "S", "H", "H", "H", "H"], "positions_angstrom": [[0.51696, 0.23471, -0.90849], [1.33602, 0.37467, 1.76655], [-1.44747, -1.45579, 0.08638], [-2.17764, 0.35937, -1.53589], [-1.02889, -0.91097, -1.24685], [1.84789, 0.12888, 0.16854], [0.93621, 0.57001, -1.77807], [0.27474, 0.12505, 1.74245], [1.96133, -0.24819, 2.41183], [-2.21916, 0.82225, -0.70646]], "forces_ev_per_a": [[0.3, -1.2, 2.8], [-0.1, -1.5, -0.9], [0.1, -0.5, 0.4], [0.8, -0.9, -0.9], [-0.3, 1.5, 0.4], [-1.2, 0.9, -1.0], [1.0, 0.7, -2.7], [-0.3, 0.4, 0.7], [-0.1, 0.3, 0.3], [-0.1, 0.4, 0.7]], "nbo_charge": [-0.86, -0.83, -1.18, -1.04, 1.37, 0.51, 0.17, 0.22, 0.18, 0.46], "de_lowest_kj_mol": 354.5, "charge": -1, "orbital_gap_ev": [6.859, 6.621], "homo_ev": [-3.43, -3.17], "multiplicity": 1, "energy_ha": -968.6066}


# 7
{"formula": "C2H4O2S", "method": "the ωB97M-V functional and the def2-TZVPD basis", "elements": ["C", "C", "O", "O", "S", "H", "H", "H", "H"], "positions_angstrom": [[-1.26038, 0.41863, 0.04337], [-1.35487, -0.80978, 0.57170], [2.78513, 0.03691, 0.55880], [2.38626, 0.15896, -1.80953], [2.20760, 0.75400, -0.54277], [-1.11791, 1.43343, 0.53965], [-1.08535, 0.54809, -0.94348], [-1.13875, -1.63439, -0.09049], [-1.42174, -0.90584, 1.67276]], "forces_ev_per_a": [[0.5, 0.7, 3.1], [0.7, 1.8, 0.7], [-0.3, 0.5, 0.1], [-0.1, -0.2, -1.6], [0.4, -0.3, 1.5], [-0.8, -1.7, 0.1], [0.3, 0.0, -3.3], [-0.5, -0.4, 0.2], [-0.1, -0.4, -0.9]], "nbo_charge": [-0.40, -0.38, -0.83, -0.83, 1.66, 0.19, 0.17, 0.21, 0.21], "de_lowest_kj_mol": 191.2, "orbital_gap_ev": 9.429, "homo_ev": -10.45, "multiplicity": 1, "energy_ha": -627.2113}


# 8
{"formula": "C2H4O2S", "method": "the ωB97M-V functional and the def2-TZVPD basis", "elements": ["C", "C", "O", "O", "S", "H", "H", "H", "H"], "positions_angstrom": [[-0.74887, 0.97338, -0.03338], [-0.22615, -0.99083, 0.19946], [2.26158, -0.54029, -0.59556], [0.63067, 1.29907, 0.05745], [1.44856, -0.18668, 0.52870], [-0.91993, 0.94457, -1.03377], [-1.49884, 1.35288, 0.58514], [-0.80540, -1.40400, 1.08937], [-0.14161, -1.44810, -0.79741]], "forces_ev_per_a": [[3.8, -5.4, 0.2], [-1.2, 3.9, 1.2], [1.0, -0.5, -0.9], [0.7, -0.3, 1.6], [-2.9, 1.4, 0.1], [-1.4, 0.3, -2.7], [-0.6, 0.6, 1.4], [1.1, 0.0, -1.5], [-0.4, -0.1, 0.7]], "nbo_charge": [0.01, -0.69, -0.90, -0.73, 1.48, 0.17, 0.18, 0.24, 0.24], "de_lowest_kj_mol": 399.9, "orbital_gap_ev": 9.452, "homo_ev": -9.32, "multiplicity": 1, "energy_ha": -627.1318}


# 9
{"formula": "C2H4O2S", "method": "the ωB97M-V functional and the def2-TZVPD basis", "elements": ["O", "C", "S", "C", "O", "H", "H", "H", "H"], "positions_angstrom": [[-1.02359, -1.00260, -0.17923], [-0.09181, 0.03663, -0.06941], [-0.89211, 1.67206, 0.46474], [1.30354, -0.21724, 0.39270], [0.90400, 0.05519, -0.96588], [-1.35324, -1.11170, -1.14050], [-2.28651, 1.32281, 0.30409], [1.91228, 0.47548, 0.88735], [1.52745, -1.23061, 0.30615]], "forces_ev_per_a": [[-0.2, 0.0, -1.6], [-1.4, 0.2, 1.2], [-1.4, -1.2, -0.7], [-2.2, -0.8, -1.4], [0.4, 1.6, -1.7], [1.0, 0.6, 2.2], [2.2, 0.2, 0.1], [0.6, 1.0, 0.6], [0.8, -1.6, 1.3]], "nbo_charge": [-0.72, 0.42, -0.12, -0.14, -0.48, 0.49, 0.16, 0.20, 0.20], "de_lowest_kj_mol": 233.3, "orbital_gap_ev": 10.001, "homo_ev": -9.38, "multiplicity": 1, "energy_ha": -627.1953}


# 10
{"formula": "C2H4O2Si", "method": "the ωB97M-V functional and the def2-TZVPD basis", "elements": ["O", "Si", "O", "C", "C", "H", "H", "H", "H"], "positions_angstrom": [[-1.78643, 1.21702, 0.00590], [-0.26356, -0.23334, -0.00666], [-0.98612, -1.67560, -0.03118], [1.35650, 0.31051, 0.68636], [1.38447, 0.25622, -0.66368], [-2.35611, 1.00655, -0.72364], [-1.52551, -1.94002, 0.71393], [2.06229, 0.60017, 1.44636], [2.11449, 0.45850, -1.42739]], "forces_ev_per_a": [[3.7, -2.9, 0.7], [-0.5, 4.4, 0.0], [0.1, -0.3, -0.2], [-1.5, -0.5, -0.5], [-1.6, -0.7, 0.4], [-0.5, -0.3, -0.6], [-0.2, 0.0, 0.1], [0.2, 0.0, 0.1], [0.2, 0.1, -0.1]], "nbo_charge": [-1.04, 1.87, -1.09, -0.58, -0.58, 0.46, 0.52, 0.22, 0.22], "de_lowest_kj_mol": 162.6, "orbital_gap_ev": 9.921, "homo_ev": -9.70, "multiplicity": 1, "energy_ha": -518.5460}